# 1
{"formula": "C5H8N", "method": "ωB97M-V with the def2-TZVPD basis set", "symbols": ["H", "C", "H", "H", "N", "H", "H", "C", "C", "H", "H", "H", "C", "C"], "positions_angstrom": [[-3.250, -0.358, -0.635], [3.182, -0.241, 0.376], [-1.876, -1.153, -1.406], [3.514, 0.447, 1.108], [2.134, -0.160, -0.304], [-2.378, -1.614, 0.106], [-1.837, 0.318, 1.359], [1.045, 0.679, -0.212], [-0.125, 0.543, 0.356], [1.471, 1.663, -0.340], [-1.943, 1.245, -0.059], [3.895, -0.838, -0.199], [-2.302, -0.796, -0.456], [-1.532, 0.265, 0.306]], "forces_ev_per_angstrom": [[-1.0, 0.0, -0.3], [0.8, 0.0, -2.5], [0.1, 0.6, 0.2], [0.0, 0.3, 1.4], [-1.6, -0.9, -0.2], [-0.5, -3.2, 2.5], [-0.4, -0.2, -0.1], [1.3, 0.0, 1.8], [-0.6, -0.5, -2.0], [-0.9, 1.0, -0.7], [0.7, 0.1, 0.1], [0.4, -0.3, 1.0], [1.5, 2.0, -2.8], [0.4, 1.3, 1.7]], "lumo_ev": -6.575, "mol_weight_da": 82.13, "de_lowest_kj_mol": 525.0, "charge": 1, "e_homo_ev": -14.52, "e_tot_ev": -6792.648, "orbital_gap_ev": 7.94}

# 2
{"formula": "C5H10NO", "method": "ωB97M-V with the def2-TZVPD basis set", "symbols": ["H", "C", "H", "C", "H", "N", "C", "H", "H", "H", "H", "C", "O", "C", "H", "H", "H"], "positions_angstrom": [[-0.465, -3.384, 0.690], [0.695, -0.185, 0.549], [-1.639, 2.552, -1.274], [-0.819, 2.123, -1.798], [0.413, -2.678, 1.996], [0.058, 1.406, -0.935], [0.556, 2.488, -1.357], [-0.792, -1.426, -0.457], [-1.378, -0.791, 1.047], [1.167, -2.611, 0.552], [1.319, 3.194, -1.449], [0.125, -2.524, 0.907], [0.745, 0.597, 1.581], [-0.497, -1.162, 0.562], [-0.125, 0.810, 2.003], [1.696, -0.264, 0.249], [-1.058, 1.856, -2.866]], "forces_ev_per_angstrom": [[-0.5, -0.4, -0.7], [-3.6, 0.7, 2.7], [-0.7, 0.6, 0.1], [-0.9, 1.3, -2.0], [-0.9, 0.6, -0.8], [3.0, -1.1, 1.0], [-3.1, -1.6, -0.4], [-0.1, 0.9, -0.3], [-0.1, 0.2, 0.8], [-0.7, -0.1, -0.9], [1.4, 0.6, 0.3], [2.0, -0.1, 3.5], [-0.4, 0.8, 0.2], [2.3, -0.7, -2.8], [0.7, -0.5, -0.4], [1.0, -0.8, -1.6], [0.6, -0.2, 1.3]], "lumo_ev": -4.496, "mol_weight_da": 100.14, "de_lowest_kj_mol": 475.4, "charge": 1, "e_homo_ev": -14.65, "e_tot_ev": -8873.653, "orbital_gap_ev": 10.15}

# 3
{"formula": "C47H48BaClF2N7SSi", "method": "ωB97M-V with the def2-TZVPD basis set", "symbols": ["H", "C", "N", "H", "C", "H", "C", "C", "F", "Cl", "C", "C", "C", "C", "H", "N", "C", "H", "H", "C", "C", "Si", "Ba", "H", "C", "H", "H", "H", "F", "C", "H", "C", "H", "C", "H", "C", "C", "C", "H", "C", "C", "C", "N", "H", "H", "C", "H", "C", "C", "H", "C", "N", "H", "H", "H", "H", "H", "H", "H", "C", "C", "H", "H", "C", "H", "C", "C", "C", "C", "C", "C", "H", "C", "H", "N", "C", "H", "C", "S", "H", "H", "C", "C", "H", "H", "H", "H", "H", "H", "N", "C", "C", "C", "C", "H", "C", "H", "H", "H", "H", "H", "H", "C", "N", "H", "C", "C", "H"], "positions_angstrom": [[1.289, -3.645, 0.799], [-4.916, 2.842, 5.106], [1.867, -3.097, -2.045], [0.333, -1.007, -3.768], [-4.585, 3.247, 3.823], [-1.081, 4.044, -0.489], [2.310, 1.709, 6.676], [5.304, -2.915, 1.321], [5.304, -4.535, -0.370], [2.257, 3.010, -8.221], [-2.459, 0.487, -2.771], [-2.458, 2.094, 3.978], [-2.930, -0.197, -1.620], [-2.806, 1.707, 5.273], [3.508, -0.532, -2.817], [-0.940, 3.031, -0.599], [-0.431, 2.627, 1.714], [-1.063, -1.695, -2.897], [-5.282, 3.845, 3.247], [-3.402, -0.459, 1.212], [4.736, -1.770, 1.855], [-0.818, 1.554, 3.192], [1.008, -0.186, -0.933], [-3.388, -2.212, 4.112], [3.066, -1.637, 0.106], [-2.118, 1.108, 5.853], [-1.534, -4.462, -0.163], [-0.713, 2.391, -3.447], [5.302, -1.265, 3.000], [-4.702, 1.184, -3.358], [-1.511, -3.296, 2.944], [-1.659, -2.114, 1.177], [4.201, -4.566, -4.739], [-4.021, 2.070, 5.833], [-0.021, -4.375, 1.753], [-4.327, -0.266, -1.475], [-0.985, -3.592, -0.563], [2.564, 0.902, -6.502], [0.369, 3.796, 4.876], [-3.110, -1.896, 3.117], [2.176, -4.058, -4.218], [0.444, 1.669, 4.580], [-1.061, 0.373, -3.064], [1.731, -4.365, -5.153], [-5.364, 1.757, -3.994], [0.388, -3.425, 1.370], [3.658, 1.112, -2.045], [1.398, -3.509, -3.217], [-5.190, 0.416, -2.314], [5.097, -3.826, -2.556], [3.638, -1.152, 1.293], [-0.547, -2.720, 0.513], [2.403, 0.272, -7.369], [6.137, -3.415, 1.788], [3.085, 3.162, -3.432], [-3.129, 3.167, 2.251], [-0.885, 0.138, 2.794], [0.788, -0.442, 4.568], [2.806, -0.748, -5.185], [2.725, 3.082, -5.523], [0.805, 2.864, 5.203], [0.087, 2.913, -0.642], [-3.913, 0.379, 0.756], [3.677, -2.764, -0.480], [2.004, 3.831, 6.690], [2.794, 0.333, -5.270], [1.959, 0.510, 6.080], [4.747, -3.384, 0.148], [-0.488, 1.422, -3.891], [-2.053, -2.507, 2.449], [3.019, 1.106, -4.092], [3.242, -0.274, 1.788], [-3.327, 1.187, -3.587], [-0.855, 1.411, -4.930], [-2.023, -0.797, -0.809], [4.038, -3.765, -2.765], [-1.519, 1.446, 0.458], [2.954, 2.515, -4.290], [1.233, 1.964, 1.315], [2.418, -0.415, 6.406], [-4.274, 1.749, 6.837], [3.537, -4.171, -3.981], [1.035, 0.496, 5.044], [-5.867, 3.127, 5.540], [2.688, 4.160, -5.625], [0.668, -2.798, 2.215], [-4.551, -0.315, 3.004], [-4.731, -0.856, -0.659], [-6.260, 0.346, -2.140], [-1.387, 2.437, 0.629], [2.532, 2.281, -6.640], [-0.745, -0.934, -3.607], [3.177, -3.237, -1.798], [3.226, 0.513, -2.838], [-0.822, 4.310, 2.862], [-3.368, 2.876, 3.265], [0.337, -3.384, -3.364], [3.036, 1.726, 7.480], [0.615, 4.333, 2.043], [0.599, 1.300, -3.934], [-2.932, 1.750, -4.420], [-1.633, -3.037, -1.234], [-2.379, -1.099, 0.476], [-0.366, 4.060, 1.992], [-1.241, -1.109, -4.576], [1.729, 2.888, 6.234], [-3.764, -0.853, 2.490], [-0.114, -3.951, -1.107]], "forces_ev_per_angstrom": [[0.0, 0.0, 0.0], [-0.1, 0.0, 0.1], [0.2, 0.1, 0.1], [0.1, 0.0, -0.1], [0.0, 0.1, -0.1], [0.0, -0.6, 0.0], [0.1, 0.0, 0.1], [0.0, 0.1, 0.0], [-0.1, 0.2, 0.1], [0.0, 0.0, 0.0], [0.1, 0.0, -0.1], [0.0, 0.0, 0.0], [-0.1, 0.1, -0.3], [0.0, 0.1, 0.0], [0.1, -0.2, 0.0], [0.1, 0.2, 0.0], [0.1, -0.1, -0.1], [0.0, -0.1, 0.0], [0.0, 0.0, 0.0], [0.1, 0.0, 0.2], [0.1, 0.0, 0.2], [-0.1, -0.2, 0.1], [-1.0, -0.1, -0.1], [0.0, 0.0, 0.1], [0.4, -0.1, 0.2], [0.1, -0.1, 0.1], [0.0, 0.0, 0.0], [0.0, 0.0, 0.0], [-0.1, -0.2, -0.3], [0.0, 0.0, 0.0], [0.1, -0.1, 0.1], [-0.1, 0.1, 0.0], [0.0, 0.0, -0.1], [0.0, 0.0, 0.0], [0.0, 0.0, 0.0], [-0.3, -0.1, 0.0], [0.0, -0.2, -0.1], [-0.1, 0.0, -0.1], [-0.1, 0.1, -0.1], [0.1, 0.0, 0.0], [0.0, 0.0, 0.0], [0.0, 0.0, 0.0], [0.2, 0.4, 0.0], [0.0, 0.0, 0.0], [0.0, 0.0, 0.0], [0.0, 0.0, 0.0], [0.0, 0.1, 0.1], [0.1, 0.0, -0.1], [-0.1, 0.0, 0.0], [0.0, 0.0, 0.0], [0.2, -0.2, 0.0], [0.1, 0.1, 0.1], [0.0, 0.0, 0.0], [0.1, 0.0, 0.0], [0.0, 0.1, 0.1], [0.0, 0.0, -0.1], [-0.1, -0.1, 0.0], [0.0, -0.1, -0.1], [0.0, -0.1, 0.0], [-0.1, 0.1, -0.1], [0.0, -0.1, 0.0], [-0.3, 0.1, 0.1], [0.1, 0.0, 0.1], [-0.1, 0.0, -0.1], [0.0, 0.0, 0.0], [0.0, -0.1, 0.0], [0.0, -0.1, 0.0], [0.2, -0.1, 0.0], [0.0, 0.2, 0.0], [0.1, 0.1, -0.1], [0.1, -0.1, 0.0], [-0.1, 0.1, 0.1], [0.0, 0.0, 0.0], [0.0, 0.0, 0.0], [0.6, 0.1, 0.5], [0.1, 0.0, 0.0], [-0.1, 0.0, -0.1], [0.1, 0.0, 0.0], [0.5, 0.1, 0.1], [0.0, 0.0, 0.0], [0.0, 0.0, 0.0], [0.0, 0.0, 0.0], [0.1, 0.0, 0.0], [0.0, 0.0, 0.0], [0.0, 0.0, 0.0], [0.0, 0.0, 0.0], [-0.1, 0.1, 0.0], [0.0, 0.1, -0.3], [0.0, 0.0, 0.0], [-0.1, 0.3, -0.4], [0.0, 0.0, -0.1], [-0.1, 0.0, -0.1], [0.1, 0.0, 0.2], [-0.2, 0.0, 0.0], [0.0, 0.0, 0.0], [-0.1, -0.1, 0.0], [-0.2, 0.0, 0.0], [0.0, 0.0, 0.0], [-0.3, -0.1, 0.1], [-0.2, 0.0, 0.0], [0.0, 0.0, -0.1], [-0.1, 0.0, 0.0], [-0.2, -0.3, 0.2], [0.5, 0.4, 0.1], [0.0, 0.0, 0.0], [0.0, 0.0, 0.0], [0.0, 0.2, -0.1], [0.0, 0.0, 0.0]], "lumo_ev": 3.911, "mol_weight_da": 981.88, "de_lowest_kj_mol": 11.5, "charge": -2, "e_homo_ev": -1.28, "e_tot_ev": -97314.753, "orbital_gap_ev": 5.20}

# 4
{"formula": "C26H25CdN6O4S5", "method": "ωB97M-V with the def2-TZVPD basis set", "symbols": ["O", "C", "C", "H", "H", "C", "N", "O", "H", "C", "C", "C", "C", "H", "H", "O", "S", "H", "C", "H", "C", "H", "C", "C", "H", "N", "C", "S", "C", "C", "Cd", "C", "C", "C", "C", "H", "C", "N", "H", "S", "H", "H", "S", "H", "H", "N", "C", "H", "C", "O", "H", "C", "S", "C", "H", "H", "N", "C", "H", "H", "N", "H", "C", "H", "H", "H", "C"], "positions_angstrom": [[1.808, 0.850, 5.779], [-2.033, -0.005, -3.573], [-1.909, 4.001, 0.569], [2.478, -1.050, 5.273], [-0.234, -4.989, -0.457], [-2.821, 0.843, -2.885], [2.359, 0.228, -4.185], [-2.239, -3.235, 0.161], [-0.051, -4.482, 3.752], [1.891, -0.056, -2.975], [0.308, -4.969, 1.695], [-1.094, 1.686, 1.751], [-2.191, 3.804, 1.915], [2.148, 1.309, -5.920], [1.733, -5.104, -1.929], [-2.391, 2.796, -6.164], [-3.260, 2.333, -3.712], [0.957, -0.933, 6.158], [0.914, -3.213, -0.007], [-3.484, 5.498, 2.033], [-0.528, 0.425, 2.335], [2.712, -0.571, -4.692], [-0.170, -4.250, 2.704], [-2.382, 2.046, -5.214], [4.373, 1.972, -4.911], [2.021, -1.454, -2.744], [-0.031, -4.321, 0.374], [-3.347, 0.655, -1.220], [2.252, 1.512, -4.853], [1.545, -0.481, 5.357], [-0.932, -0.317, -0.714], [3.436, 2.421, -4.574], [-0.865, -3.011, 2.198], [-0.039, 0.497, 3.617], [0.797, -0.575, 4.048], [1.706, -1.512, 0.627], [-2.936, 4.836, 2.711], [1.142, -2.297, 0.942], [-1.994, 2.431, 3.556], [-1.554, 0.491, -5.188], [0.880, -5.883, 1.776], [3.308, 3.373, -5.091], [1.228, 1.092, -1.958], [1.657, -2.445, 3.540], [-2.490, 6.215, 4.016], [1.685, -1.770, -1.570], [0.963, -1.658, 3.269], [2.077, -3.866, -3.146], [1.409, -3.067, -1.297], [-1.996, 5.579, 3.489], [-2.225, 4.901, 0.058], [-1.272, -3.481, 0.812], [-1.329, -1.489, -2.957], [-1.777, 2.626, 2.515], [-1.683, -2.627, 2.804], [1.323, 1.973, -4.516], [-0.444, -0.637, 1.516], [-1.274, 2.993, -0.129], [0.414, -4.273, -2.778], [-0.132, 1.400, 4.197], [-0.873, 1.869, 0.459], [3.511, 2.618, -3.505], [1.406, -4.147, -2.336], [-3.660, 4.337, 3.365], [-1.105, 3.064, -1.198], [2.133, 1.338, 5.015], [0.174, -1.847, 2.014]], "forces_ev_per_angstrom": [[0.1, 0.0, 0.0], [0.1, -0.2, 0.1], [0.0, 0.0, 0.0], [0.0, 0.0, 0.0], [0.0, 0.0, 0.0], [-0.1, 0.0, 0.3], [0.1, 0.1, -0.2], [-0.1, -0.1, 0.1], [0.0, 0.0, 0.0], [0.3, -0.5, 0.0], [0.0, 0.0, -0.1], [0.1, -0.3, 0.2], [0.0, 0.0, 0.0], [0.0, 0.0, 0.0], [0.0, 0.0, 0.0], [0.1, 0.1, 0.0], [0.0, 0.1, 0.0], [0.0, 0.0, 0.0], [-0.1, -0.2, 0.1], [0.0, 0.0, 0.0], [-0.2, 0.2, -0.2], [0.0, 0.0, 0.0], [0.0, 0.0, 0.1], [-0.2, -0.1, -0.1], [0.0, 0.0, 0.0], [-0.2, 0.5, 0.0], [-0.1, 0.0, 0.0], [0.1, 0.0, -0.3], [-0.1, -0.1, 0.0], [0.0, 0.0, 0.0], [-0.2, 0.1, -0.1], [0.0, 0.0, 0.0], [-0.1, 0.0, 0.0], [0.0, -0.1, 0.1], [0.0, 0.0, 0.1], [0.0, 0.0, 0.0], [0.0, 0.0, 0.0], [-0.1, 0.2, 0.1], [0.0, 0.0, 0.0], [0.1, 0.0, 0.0], [0.0, 0.0, 0.0], [0.0, 0.0, 0.0], [0.0, 0.0, 0.1], [0.0, 0.0, 0.0], [0.0, 0.0, 0.0], [-0.1, -0.1, 0.0], [0.0, 0.1, 0.0], [0.0, 0.0, 0.0], [0.2, 0.2, 0.0], [0.0, 0.0, 0.0], [0.0, 0.0, 0.0], [0.2, 0.1, -0.1], [0.0, 0.1, 0.1], [0.0, 0.0, 0.0], [0.0, 0.0, 0.0], [0.0, 0.0, 0.0], [0.1, 0.0, 0.1], [0.0, 0.0, 0.1], [0.0, 0.0, 0.0], [0.0, 0.0, 0.0], [0.1, 0.1, -0.3], [0.0, 0.0, 0.0], [0.0, 0.0, -0.1], [0.0, 0.0, 0.0], [0.0, 0.0, 0.0], [0.0, 0.0, 0.0], [0.2, -0.1, -0.2]], "lumo_ev": 1.797, "mol_weight_da": 758.27, "de_lowest_kj_mol": 222.7, "charge": -1, "e_homo_ev": -3.65, "e_tot_ev": -103240.544, "orbital_gap_ev": 5.44}

# 5
{"formula": "C9H13N3", "method": "ωB97M-V with the def2-TZVPD basis set", "symbols": ["H", "N", "H", "C", "H", "C", "C", "H", "C", "H", "H", "H", "C", "H", "N", "N", "H", "H", "C", "C", "H", "H", "H", "C", "C"], "positions_angstrom": [[-2.227, -3.630, -0.068], [0.084, -1.469, 0.131], [4.230, -1.325, 0.657], [1.436, 0.300, 0.042], [-3.609, 1.239, 0.008], [-1.090, 0.511, 0.214], [-0.828, 1.936, 0.339], [-4.200, -0.211, -1.001], [2.311, -0.936, -0.158], [3.980, -1.930, -1.026], [-0.090, 2.122, -0.541], [4.103, -0.201, -0.851], [-3.708, 0.173, -0.125], [-1.683, 2.721, 0.409], [-2.371, -2.822, 0.421], [0.079, -0.187, 0.193], [-0.142, 2.090, 1.186], [-4.311, -0.138, 0.721], [-2.092, -1.682, 0.141], [3.749, -1.098, -0.286], [1.431, 0.920, -0.815], [1.597, 1.102, 0.802], [1.529, -2.971, -0.336], [1.331, -1.945, -0.106], [-2.265, -0.362, 0.114]], "forces_ev_per_angstrom": [[0.5, -2.1, -1.7], [-1.5, -3.5, 0.0], [0.5, 0.4, 0.1], [1.0, 1.4, 0.8], [-0.5, 0.5, -0.7], [0.7, -2.9, 0.2], [0.3, 2.3, -1.1], [0.1, 0.4, -0.6], [-4.5, -1.7, 1.1], [-0.3, 0.7, 1.1], [-1.5, 0.6, 1.0], [0.5, -0.5, 1.0], [1.6, -0.5, 1.7], [1.4, -1.7, -0.4], [-1.2, 1.6, 1.9], [-0.6, 1.8, 0.0], [-0.4, 0.2, 0.2], [-0.2, -0.2, 0.2], [0.4, -0.7, 0.0], [0.8, 0.0, -2.4], [0.2, 0.8, -1.6], [0.6, -1.0, 0.3], [-0.3, -0.5, 0.2], [2.2, 2.8, -0.5], [0.1, 2.0, -0.5]], "lumo_ev": [0.762, 0.762], "mol_weight_da": 163.22, "de_lowest_kj_mol": 385.0, "charge": 0, "e_homo_ev": [-6.12, -6.12], "e_tot_ev": -14009.221, "orbital_gap_ev": [6.88, 6.88]}

> Among the records above, which one has the lowest charge?

C47H48BaClF2N7SSi

> charge of number 5 (C9H13N3)?

0